Here is a structure of composition C23H19Cl5CrF3NO4SSi from the Open Molecules 2025 dataset. Energies are from wB97M-V/def2-TZVPD.

Properties
⟨S²⟩   3.7710
Total charge   -1
Total energy   -5576.62438 Ha
2S+1   4

Element x y z (Å)
Cr (0.070, 0.401, 0.062)
C (4.127, -0.664, -0.404)
C (2.853, 0.074, -0.721)
O (1.805, -0.476, -0.345)
C (2.889, 1.316, -1.445)
C (4.121, 1.812, -1.930)
C (4.197, 2.940, -2.696)
C (3.006, 3.624, -3.017)
C (1.795, 3.184, -2.564)
C (1.685, 2.032, -1.735)
O (0.522, 1.700, -1.311)
H (3.872, -1.566, 0.143)
H (4.770, -0.033, 0.213)
H (4.672, -0.925, -1.311)
H (5.033, 1.277, -1.695)
H (5.153, 3.299, -3.055)
H (3.054, 4.517, -3.630)
H (0.875, 3.707, -2.794)
Cl (0.447, -5.868, 4.429)
C (0.245, -4.380, 3.569)
C (0.274, -4.353, 2.178)
Cl (0.510, -5.829, 1.310)
C (0.118, -3.163, 1.477)
Cl (0.144, -3.169, -0.243)
C (-0.076, -1.926, 2.143)
O (-0.233, -0.782, 1.584)
C (-0.104, -1.994, 3.562)
Cl (-0.351, -0.509, 4.404)
C (0.049, -3.184, 4.256)
Cl (0.008, -3.187, 5.983)
F (0.408, 3.973, 4.128)
C (-0.238, 4.549, 3.102)
F (-1.022, 5.518, 3.638)
F (0.682, 5.177, 2.353)
C (-1.058, 3.576, 2.312)
C (-2.424, 3.739, 2.217)
C (-3.190, 2.841, 1.480)
C (-2.537, 1.818, 0.828)
N (-1.220, 1.665, 0.906)
C (-0.448, 2.479, 1.661)
S (1.202, 2.024, 1.669)
H (-2.896, 4.570, 2.723)
H (-4.263, 2.943, 1.404)
H (-3.053, 1.084, 0.221)
C (-2.695, 1.444, -2.988)
Si (-2.222, -0.286, -2.402)
C (-1.410, -1.120, -3.879)
C (-3.821, -1.207, -2.035)
O (-1.278, -0.274, -1.118)
H (-3.282, 1.403, -3.913)
H (-1.788, 2.027, -3.182)
H (-3.285, 1.989, -2.242)
H (-2.093, -1.154, -4.737)
H (-1.108, -2.145, -3.643)
H (-0.514, -0.565, -4.179)
H (-4.479, -1.224, -2.914)
H (-4.368, -0.734, -1.212)
H (-3.613, -2.242, -1.743)

Forces on atoms 1 to 3 (eV/Å):
-0.166 -0.095 -0.343
0.052 0.001 -0.003
0.080 -0.042 -0.231